No. 1
A cluster of 9 separate species, C70H146N8O4 in total at a distorted geometry, computed with the ωB97M-V functional and the def2-TZVPD basis.

ORCA input file:
```
! RIJCOSX wB97M-V def2-TZVPD def2/J DEFGRID3
* xyz 6 1
C -8.059 -30.547 -14.895
C -7.343 -30.809 -16.016
C -7.881 -31.811 -17.050
O -7.147 -32.374 -17.951
C -9.057 -32.489 -16.815
C -9.846 -32.249 -15.670
C -9.346 -31.160 -14.643
O -10.137 -30.781 -13.738
O -10.702 -33.037 -15.348
O -6.255 -30.054 -16.172
H -7.760 -29.846 -14.131
H -9.454 -33.203 -17.521
C -17.296 -33.429 -17.473
C -15.858 -33.444 -17.879
C -14.992 -34.294 -16.885
N -13.601 -34.718 -17.445
C -12.819 -33.381 -17.757
C -13.682 -35.602 -18.662
C -12.501 -36.571 -18.483
C -12.282 -36.818 -16.993
C -12.831 -35.559 -16.329
H -17.335 -32.992 -16.475
H -17.763 -34.410 -17.385
H -17.952 -32.909 -18.171
H -15.405 -32.459 -17.992
H -15.773 -33.971 -18.829
H -15.469 -35.266 -16.761
H -15.007 -33.721 -15.958
H -13.206 -32.801 -18.595
H -11.767 -33.627 -17.903
H -12.908 -32.828 -16.822
H -13.507 -34.915 -19.490
H -14.675 -36.034 -18.787
H -11.515 -36.224 -18.789
H -12.589 -37.513 -19.023
H -11.255 -37.103 -16.762
H -12.904 -37.634 -16.624
H -11.997 -35.003 -15.901
H -13.442 -35.667 -15.433
C -15.031 -29.823 -16.131
C -13.849 -29.448 -16.945
C -12.656 -29.052 -16.012
N -11.458 -28.361 -16.699
C -11.914 -27.107 -17.540
C -10.592 -27.755 -15.553
C -9.174 -27.572 -16.187
C -9.228 -28.278 -17.504
C -10.481 -29.204 -17.496
H -15.504 -28.941 -15.700
H -14.748 -30.420 -15.264
H -15.791 -30.291 -16.757
H -14.096 -28.623 -17.613
H -13.442 -30.296 -17.496
H -12.339 -29.925 -15.443
H -13.038 -28.326 -15.293
H -12.265 -27.521 -18.485
H -11.175 -26.325 -17.714
H -12.666 -26.587 -16.947
H -11.108 -26.821 -15.330
H -10.523 -28.488 -14.750
H -8.914 -26.524 -16.338
H -8.319 -27.898 -15.594
H -9.356 -27.567 -18.321
H -8.301 -28.755 -17.822
H -10.959 -29.547 -18.414
H -10.394 -30.117 -16.908
C -7.360 -28.935 -11.463
C -7.035 -28.961 -9.931
C -8.109 -29.670 -9.159
N -7.824 -29.824 -7.642
C -6.535 -30.676 -7.416
C -8.949 -30.444 -6.814
C -9.002 -29.597 -5.543
C -7.886 -28.561 -5.495
C -7.555 -28.475 -6.942
H -8.286 -28.425 -11.726
H -7.479 -29.960 -11.814
H -6.586 -28.475 -12.077
H -6.758 -27.976 -9.557
H -6.096 -29.508 -9.846
H -8.054 -30.711 -9.480
H -9.136 -29.370 -9.369
H -6.234 -30.653 -6.368
H -5.739 -30.164 -7.956
H -6.697 -31.662 -7.851
H -8.670 -31.463 -6.544
H -9.900 -30.419 -7.347
H -8.891 -30.222 -4.657
H -10.013 -29.190 -5.585
H -6.958 -28.830 -4.992
H -8.311 -27.638 -5.101
H -6.559 -28.082 -7.147
H -8.255 -27.755 -7.367
C -13.984 -30.931 -8.518
C -13.219 -30.952 -9.830
C -13.617 -32.276 -10.505
N -12.681 -32.670 -11.789
C -12.852 -31.478 -12.879
C -13.308 -33.939 -12.339
C -12.322 -34.998 -11.948
C -10.929 -34.381 -11.943
C -11.228 -32.984 -11.473
H -13.976 -30.025 -7.912
H -13.578 -31.642 -7.799
H -15.007 -31.302 -8.474
H -12.162 -30.992 -9.566
H -13.577 -30.146 -10.470
H -14.681 -32.422 -10.690
H -13.415 -33.146 -9.880
H -12.136 -30.835 -12.366
H -13.884 -31.131 -12.926
H -12.443 -31.882 -13.805
H -13.323 -33.849 -13.425
H -14.243 -34.160 -11.825
H -12.347 -35.764 -12.723
H -12.666 -35.452 -11.018
H -10.554 -34.327 -12.965
H -10.128 -34.900 -11.417
H -10.633 -32.158 -11.863
H -11.023 -32.971 -10.402
C -10.370 -33.418 -20.514
C -9.784 -32.601 -21.587
C -9.275 -31.265 -21.055
N -8.775 -30.269 -22.129
C -8.504 -28.843 -21.428
C -7.456 -30.755 -22.941
C -7.759 -30.425 -24.462
C -9.245 -30.734 -24.547
C -9.865 -30.024 -23.283
H -10.925 -34.273 -20.900
H -10.975 -32.874 -19.788
H -9.609 -34.011 -20.006
H -10.657 -32.517 -22.235
H -8.923 -33.070 -22.062
H -8.410 -31.494 -20.433
H -10.056 -30.758 -20.490
H -9.425 -28.433 -21.013
H -8.226 -28.107 -22.182
H -7.627 -28.982 -20.796
H -6.562 -30.203 -22.650
H -7.252 -31.821 -22.843
H -7.577 -29.386 -24.739
H -7.223 -31.110 -25.119
H -9.701 -30.491 -25.506
H -9.334 -31.805 -24.363
H -9.986 -28.951 -23.431
H -10.852 -30.373 -22.982
C -8.167 -36.041 -16.744
C -7.432 -35.919 -18.113
C -5.988 -35.661 -17.864
N -5.113 -35.544 -19.171
C -5.580 -34.386 -20.061
C -5.173 -36.944 -19.861
C -3.868 -37.072 -20.683
C -2.837 -36.258 -19.968
C -3.610 -35.421 -18.897
H -9.230 -36.243 -16.879
H -8.024 -35.109 -16.196
H -7.915 -36.863 -16.075
H -7.902 -35.110 -18.672
H -7.557 -36.780 -18.769
H -5.526 -36.350 -17.156
H -5.995 -34.733 -17.292
H -4.992 -34.385 -20.979
H -5.353 -33.427 -19.596
H -6.634 -34.526 -20.299
H -6.041 -36.910 -20.519
H -5.293 -37.657 -19.046
H -3.971 -36.771 -21.725
H -3.513 -38.103 -20.663
H -2.181 -35.688 -20.625
H -2.112 -36.872 -19.435
H -3.442 -34.347 -18.978
H -3.336 -35.762 -17.898
C -1.760 -32.692 -16.930
C -2.075 -31.345 -17.580
C -3.300 -31.381 -18.542
N -3.508 -30.076 -19.387
C -4.615 -30.395 -20.348
C -2.268 -29.623 -20.267
C -1.604 -28.570 -19.424
C -2.773 -27.806 -18.755
C -3.885 -28.840 -18.442
H -2.597 -33.090 -16.356
H -0.769 -32.620 -16.482
H -1.625 -33.449 -17.703
H -1.169 -31.069 -18.120
H -2.358 -30.618 -16.819
H -4.254 -31.453 -18.021
H -3.224 -32.155 -19.306
H -5.569 -30.587 -19.859
H -4.278 -31.279 -20.889
H -4.783 -29.534 -20.995
H -2.744 -29.267 -21.181
H -1.544 -30.418 -20.448
H -0.994 -27.878 -20.005
H -0.918 -29.099 -18.762
H -3.127 -27.013 -19.414
H -2.463 -27.261 -17.864
H -4.928 -28.716 -18.735
H -3.939 -29.276 -17.445
C -3.189 -31.228 -13.951
C -3.958 -32.123 -12.972
C -4.982 -32.900 -13.750
N -6.033 -33.724 -12.871
C -6.968 -32.750 -12.051
C -6.909 -34.607 -13.733
C -7.314 -35.820 -12.790
C -6.390 -35.730 -11.562
C -5.348 -34.744 -11.970
H -2.595 -31.782 -14.677
H -2.410 -30.697 -13.403
H -3.779 -30.440 -14.419
H -4.406 -31.418 -12.272
H -3.302 -32.826 -12.459
H -4.547 -33.655 -14.404
H -5.651 -32.308 -14.376
H -7.199 -31.883 -12.670
H -6.398 -32.519 -11.151
H -7.841 -33.317 -11.728
H -7.739 -33.994 -14.085
H -6.248 -34.918 -14.542
H -8.327 -35.671 -12.415
H -7.266 -36.715 -13.411
H -6.779 -35.220 -10.681
H -6.019 -36.732 -11.345
H -4.902 -34.204 -11.136
H -4.561 -35.262 -12.518
*
```

Properties
F_max ... 5.468 eV/Å
HOMO ... -18.09 eV
Orbital gap ... 0.2748 hartree
Molar mass ... 1163.99 g/mol
LUMO ... -10.6 eV

Mulliken population analysis, charges in e, atoms 1 to 99: C -0.30; C 0.55; C 0.24; O -0.90; C -0.04; C -0.55; C 0.76; O -0.83; O 0.00; O -0.73; H -0.32; H 0.09; C -1.56; C 0.02; C -1.09; N 0.81; C -0.91; C -0.64; C -0.54; C -0.92; C 0.58; H 0.37; H 0.43; H 0.39; H 0.08; H 0.34; H 0.65; H 0.38; H 0.66; H -0.04; H 0.12; H 0.30; H 0.57; H -0.13; H 0.64; H 0.46; H 0.32; H -0.76; H 0.50; C -1.42; C 0.27; C -0.44; N 0.64; C -1.14; C -0.27; C -0.82; C -0.29; C -0.11; H 0.48; H 0.15; H 0.41; H 0.39; H -0.03; H -0.31; H 0.57; H 0.33; H 0.43; H 0.35; H 0.61; H -0.01; H 0.59; H 0.04; H 0.63; H 0.03; H 0.59; H -0.56; C -0.67; C -0.49; C -0.72; N 0.49; C -1.06; C -0.20; C -0.68; C -0.65; C -0.82; H 0.39; H -0.32; H 0.53; H 0.50; H 0.28; H 0.29; H 0.51; H 0.43; H 0.39; H 0.36; H 0.31; H 0.06; H 0.32; H 0.37; H 0.37; H 0.34; H 0.45; H 0.46; C -1.62; C 0.43; C -1.30; N 0.60; C -1.11; C 0.28

***

No. 2
A cluster of 2 separate species, C5H8N2 in total at a distorted geometry, computed with the ωB97M-V functional and the def2-TZVPD basis.

ORCA input file:
```
! RIJCOSX wB97M-V def2-TZVPD def2/J DEFGRID3
* xyz 0 1
C -2.903 0.616 1.333
C -2.017 -0.236 1.868
C 0.747 -0.072 -0.395
C 1.725 -0.922 0.309
C 1.074 0.592 -1.730
N -3.617 1.540 1.133
N -0.433 0.095 0.154
H -2.354 -1.225 2.064
H 2.418 -1.223 -0.357
H 1.317 -1.899 0.439
H 2.007 -0.460 1.298
H 1.060 1.697 -1.475
H 0.171 0.416 -2.372
H 1.946 0.295 -2.155
H -1.140 0.788 -0.114
*
```

Properties
F_max ... 4.962 eV/Å
HOMO (alpha / beta) ... -8.29 / -8.40 eV
Orbital gap (alpha / beta) ... 0.2742 / 0.2781 hartree
Molar mass ... 96.13 g/mol
LUMO (alpha / beta) ... -0.8 / -0.8 eV

Mulliken charges, unit e, in atom order: C 0.57; C -0.47; C 0.64; C -1.16; C -1.21; N -0.43; N -0.43; H 0.22; H 0.43; H 0.34; H 0.26; H 0.29; H 0.32; H 0.43; H 0.21

***

No. 3
The ion C5H12NO with charge +1 at a distorted geometry, computed with the ωB97M-V functional and the def2-TZVPD basis.

ORCA input file:
```
! RIJCOSX wB97M-V def2-TZVPD def2/J DEFGRID3
* xyz 1 3
C 0.664 1.004 0.856
C 1.010 -0.463 0.788
C -0.033 0.227 -0.257
C 2.369 -1.083 0.556
C -2.439 0.885 -0.589
N -1.465 -0.217 -0.281
O 0.313 0.152 -1.619
H -0.019 1.460 1.545
H 1.257 1.750 0.581
H 0.299 -1.002 1.563
H 2.940 -0.653 -0.239
H 2.330 -2.075 0.151
H 2.965 -1.277 1.429
H -1.971 1.702 -0.257
H -2.486 1.026 -1.616
H -3.338 0.538 -0.140
H -1.633 -0.883 -1.054
H -1.799 -0.675 0.516
H 1.035 -0.416 -1.933
*
```

Properties
F_max ... 6.299 eV/Å
HOMO (alpha / beta) ... -7.62 / -16.12 eV
Orbital gap (alpha / beta) ... 0.1791 / 0.2871 hartree
Molar mass ... 102.16 g/mol
LUMO (alpha / beta) ... -2.7 / -8.3 eV

Mulliken charges, unit e, in atom order: C -0.87; C 0.08; C -0.17; C -1.39; C -0.98; N -0.19; O 0.05; H 0.33; H 0.30; H 0.21; H 0.41; H 0.47; H 0.39; H 0.30; H 0.34; H 0.52; H 0.46; H 0.60; H 0.14

***

No. 4
The ion C9H16N3OS with charge +1 at a distorted geometry, computed with the ωB97M-V functional and the def2-TZVPD basis.

ORCA input file:
```
! RIJCOSX wB97M-V def2-TZVPD def2/J DEFGRID3
* xyz 1 1
C 1.281 0.466 1.080
C -0.048 -1.545 0.420
C 2.151 -1.776 1.344
C 0.072 -0.026 0.295
C -1.084 0.425 2.416
C 0.634 1.830 -1.394
C 1.441 -0.404 -1.885
C -1.117 0.666 0.949
C 0.253 0.330 -1.339
N 2.232 -0.456 1.629
N 1.028 -2.250 0.748
N -1.158 -2.167 0.000
O 1.413 1.617 1.228
S 3.354 -2.903 1.430
H -0.900 -0.607 2.648
H -1.865 0.786 2.903
H -0.207 0.840 2.866
H 1.648 1.905 -1.051
H -0.079 2.367 -0.796
H 0.628 1.962 -2.454
H 2.137 -0.309 -1.155
H 1.663 0.048 -2.784
H 1.106 -1.425 -2.074
H -1.156 1.836 0.848
H -2.007 0.115 0.496
H -0.703 0.273 -1.729
H 2.882 -0.074 2.296
H 1.098 -3.267 0.544
H -1.986 -1.747 -0.363
H -1.304 -3.144 0.080
*
```

Properties
F_max ... 4.718 eV/Å
HOMO ... -12.86 eV
Orbital gap ... 0.2997 hartree
Molar mass ... 214.31 g/mol
LUMO ... -4.7 eV
Structure (SMILES) ... CC[C@]1(C(C)C)C(=[NH2+])NC(=S)NC1=O

Mulliken charges, unit e, in atom order: C -0.31; C -0.43; C -0.05; C 1.06; C -1.62; C -1.36; C -1.58; C -0.15; C 0.05; N 0.07; N -0.05; N -0.23; O -0.45; S -0.26; H 0.34; H 0.60; H 0.42; H 0.40; H 0.23; H 0.56; H 0.43; H 0.61; H 0.27; H 0.26; H 0.37; H 0.66; H 0.33; H 0.39; H 0.24; H 0.24

***

- Which formula does entry 3 have?
  C5H12NO